Record 1
C15H22N3O2PtS2SeSi | ωB97M-V/def2-TZVPD

Positions of all 47 atoms, in Å:
1 Pt 1.382 -1.221 -0.075
2 C 2.761 0.890 1.763
3 O 3.709 0.338 0.854
4 C 3.220 -0.469 -0.117
5 O 3.966 -0.810 -1.000
6 H 3.279 1.697 2.276
7 H 2.436 0.143 2.489
8 H 1.890 1.286 1.236
9 S -0.435 -2.922 -0.842
10 C -1.531 -2.463 0.339
11 N -1.476 -2.737 1.638
12 C -2.675 -2.479 2.415
13 C -3.389 -1.337 1.702
14 S -2.977 -1.568 -0.051
15 H -0.754 -3.366 1.985
16 H -2.412 -2.215 3.439
17 H -3.299 -3.379 2.432
18 H -3.011 -0.365 2.016
19 H -4.466 -1.382 1.843
20 Se 1.389 -4.713 3.160
21 C 1.842 -3.581 1.839
22 N 2.089 -2.811 1.006
23 C -0.432 1.729 -3.515
24 Si 0.852 0.804 -2.478
25 C 2.373 1.911 -2.546
26 C 1.196 -0.778 -3.411
27 N 0.433 0.445 -0.833
28 C -0.433 1.068 0.025
29 C -1.412 2.004 -0.386
30 C -2.219 2.671 0.517
31 C -2.117 2.452 1.887
32 C -1.192 1.508 2.315
33 C -0.394 0.819 1.418
34 H -0.005 1.828 -4.518
35 H -0.639 2.737 -3.152
36 H -1.377 1.189 -3.608
37 H 2.495 2.316 -3.556
38 H 3.284 1.376 -2.281
39 H 2.261 2.755 -1.859
40 H 1.527 -0.542 -4.427
41 H 0.301 -1.401 -3.469
42 H 1.985 -1.353 -2.923
43 H -1.554 2.194 -1.438
44 H -2.949 3.378 0.137
45 H -2.739 2.990 2.590
46 H -1.086 1.292 3.374
47 H 0.303 0.073 1.789

Values from the calculation:
- F_max: 0.60 eV/Å
- HOMO level: -4.32 eV
- Spin multiplicity: 1
- Net charge: -1
- Frontier orbital gap: 6.68 eV

=====

Record 2
C15H22N7O3 | ωB97M-V/def2-TZVPD

Positions of all 47 atoms, in Å:
1 C 3.605 4.412 -0.773
2 N 3.260 3.030 -1.050
3 C 2.529 2.357 -0.190
4 O 2.196 2.794 0.910
5 C 2.134 0.942 -0.556
6 C 3.252 -0.003 -0.049
7 C 2.870 -1.477 -0.059
8 C 3.165 -2.376 -1.063
9 N 2.726 -3.611 -0.611
10 C 2.125 -3.401 0.592
11 N 2.121 -2.114 0.951
12 N 0.881 0.515 0.072
13 C -0.318 1.035 -0.082
14 O -0.535 1.862 -0.963
15 C -1.460 0.563 0.854
16 C -1.438 1.416 2.134
17 C -1.789 0.657 3.421
18 C -1.191 1.011 4.610
19 N -1.642 0.052 5.486
20 C -2.573 -0.760 4.908
21 N -2.656 -0.408 3.586
22 N -2.737 0.696 0.181
23 C -3.717 -0.222 0.276
24 C -4.861 -0.125 -0.636
25 O -3.781 -1.071 1.162
26 H 4.153 4.509 0.196
27 H 2.666 4.934 -0.651
28 H 4.127 4.828 -1.606
29 H 3.559 2.473 -1.872
30 H 2.018 0.903 -1.667
31 H 4.153 0.124 -0.678
32 H 3.505 0.261 0.944
33 H 3.821 -2.154 -1.914
34 H 2.911 -4.474 -1.065
35 H 1.775 -4.221 1.229
36 H 0.954 -0.187 0.830
37 H -1.209 -0.485 1.067
38 H -0.468 1.884 2.248
39 H -2.126 2.258 2.048
40 H -0.406 1.781 4.748
41 H -1.378 -0.007 6.434
42 H -3.097 -1.619 5.384
43 H -3.178 -0.898 2.843
44 H -2.774 1.440 -0.520
45 H -4.555 -0.396 -1.683
46 H -5.675 -0.775 -0.244
47 H -5.217 0.907 -0.592

Values from the calculation:
- F_max: 3.19 eV/Å
- HOMO level: -11.22 eV
- Spin multiplicity: 1
- Structure (SMILES): CNC(=O)[C@@H](Cc1c[nH]cn1)NC(=O)[C@@H](Cc1c[nH]c[nH+]1)NC(C)=O
- Net charge: +1
- Frontier orbital gap: 8.68 eV

=====

Record 3
C15H22O5 | ωB97M-V/def2-TZVPD

Positions of all 42 atoms, in Å:
1 C -3.726 -0.653 -1.812
2 O -3.186 -0.838 -0.509
3 C -3.147 0.321 0.298
4 C -2.157 1.394 -0.194
5 C -0.939 1.466 0.698
6 O 0.265 1.932 0.160
7 C 0.242 0.597 0.589
8 C 0.495 -0.530 -0.409
9 O -0.484 -0.729 -1.390
10 C 0.708 -1.844 0.379
11 O 1.705 -1.804 1.365
12 C 3.040 -1.903 0.893
13 C 3.588 -0.613 0.335
14 C 3.630 0.519 1.140
15 C 4.089 1.722 0.635
16 C 4.525 1.802 -0.676
17 C 4.503 0.675 -1.479
18 C 4.033 -0.527 -0.977
19 O -4.401 0.919 0.422
20 C -5.347 0.146 1.132
21 H -4.574 0.033 -1.782
22 H -2.971 -0.273 -2.505
23 H -4.057 -1.636 -2.142
24 H -2.819 -0.074 1.278
25 H -1.843 1.194 -1.217
26 H -2.672 2.355 -0.174
27 H -1.155 1.855 1.695
28 H 0.801 0.426 1.509
29 H 1.406 -0.274 -0.961
30 H -1.310 -1.023 -0.969
31 H 0.910 -2.646 -0.347
32 H -0.219 -2.082 0.913
33 H 3.619 -2.198 1.775
34 H 3.111 -2.703 0.142
35 H 3.293 0.448 2.163
36 H 4.106 2.598 1.265
37 H 4.880 2.741 -1.073
38 H 4.844 0.732 -2.503
39 H 4.008 -1.403 -1.611
40 H -5.504 -0.827 0.658
41 H -5.018 -0.011 2.165
42 H -6.273 0.715 1.122

Values from the calculation:
- F_max: 1.20 eV/Å
- HOMO level: -9.22 eV
- Spin multiplicity: 1
- Structure (SMILES): COC(C[C@@H]1O[C@@H]1[C@H](O)COCc1ccccc1)OC
- Net charge: 0
- Frontier orbital gap: 10.07 eV

=====

Record 4
C15H22O5 | ωB97M-V/def2-TZVPD

Positions of all 42 atoms, in Å:
1 C -0.868 5.184 -0.720
2 O 0.221 4.685 0.029
3 C -0.116 3.610 0.863
4 C 1.200 2.973 1.335
5 C 0.914 1.724 2.129
6 O 1.863 0.695 2.160
7 C 0.659 0.418 1.506
8 C 0.695 0.186 0.011
9 O -0.560 0.536 -0.523
10 C 1.010 -1.283 -0.291
11 O 0.961 -1.434 -1.694
12 C 1.160 -2.766 -2.123
13 C 0.036 -3.692 -1.724
14 C -1.281 -3.307 -1.941
15 C -2.324 -4.136 -1.571
16 C -2.060 -5.364 -0.988
17 C -0.750 -5.755 -0.772
18 C 0.294 -4.921 -1.132
19 O -0.968 3.998 1.910
20 C -0.452 4.984 2.785
21 H -0.483 6.023 -1.295
22 H -1.255 4.414 -1.395
23 H -1.677 5.522 -0.065
24 H -0.709 2.860 0.314
25 H 1.801 2.749 0.457
26 H 1.754 3.688 1.945
27 H 0.423 1.906 3.084
28 H -0.004 -0.268 2.032
29 H 1.484 0.800 -0.447
30 H -0.601 0.135 -1.402
31 H 0.262 -1.930 0.189
32 H 2.004 -1.540 0.097
33 H 1.223 -2.701 -3.214
34 H 2.117 -3.146 -1.738
35 H -1.482 -2.348 -2.398
36 H -3.344 -3.824 -1.740
37 H -2.874 -6.013 -0.701
38 H -0.539 -6.711 -0.315
39 H 1.315 -5.226 -0.956
40 H -1.314 5.431 3.280
41 H 0.207 4.544 3.540
42 H 0.091 5.753 2.230

Values from the calculation:
- F_max: 1.45 eV/Å
- HOMO level: -9.46 eV
- Spin multiplicity: 1
- Structure (SMILES): COC(C[C@@H]1O[C@@H]1[C@H](O)COCc1ccccc1)OC
- Net charge: 0
- Frontier orbital gap: 10.28 eV

=====

Record 5
C15H22O5 | ωB97M-V/def2-TZVPD

Positions of all 42 atoms, in Å:
1 C -3.120 -2.389 -1.014
2 O -3.482 -1.024 -0.971
3 C -3.708 -0.536 0.322
4 C -3.747 0.997 0.226
5 C -2.394 1.511 -0.192
6 O -2.009 2.798 0.220
7 C -1.320 1.716 0.786
8 C 0.137 1.559 0.374
9 O 0.356 2.156 -0.880
10 C 0.502 0.062 0.312
11 O 1.855 -0.198 0.547
12 C 2.705 0.195 -0.514
13 C 4.144 -0.085 -0.178
14 C 4.518 -0.577 1.063
15 C 5.852 -0.820 1.346
16 C 6.823 -0.572 0.392
17 C 6.456 -0.081 -0.850
18 C 5.124 0.161 -1.133
19 O -4.845 -1.097 0.918
20 C -6.070 -0.844 0.253
21 H -3.883 -3.015 -0.543
22 H -3.029 -2.646 -2.067
23 H -2.163 -2.550 -0.506
24 H -2.886 -0.844 0.993
25 H -4.025 1.409 1.197
26 H -4.490 1.290 -0.517
27 H -2.107 1.256 -1.208
28 H -1.528 1.534 1.836
29 H 0.776 2.038 1.136
30 H -0.223 2.932 -0.934
31 H -0.037 -0.468 1.102
32 H 0.188 -0.328 -0.668
33 H 2.425 -0.351 -1.430
34 H 2.580 1.267 -0.725
35 H 3.755 -0.768 1.800
36 H 6.133 -1.203 2.316
37 H 7.863 -0.762 0.614
38 H 7.209 0.114 -1.599
39 H 4.838 0.545 -2.102
40 H -6.442 0.160 0.477
41 H -5.959 -0.960 -0.828
42 H -6.774 -1.582 0.631

Values from the calculation:
- F_max: 1.40 eV/Å
- HOMO level: -8.92 eV
- Spin multiplicity: 1
- Structure (SMILES): COC(C[C@H]1O[C@@H]1[C@H](O)COCc1ccccc1)OC
- Net charge: 0
- Frontier orbital gap: 9.72 eV

=====

Record 6
C15H23BCl2F3N2O11P2S | ωB97M-V/def2-TZVPD

Positions of all 60 atoms, in Å:
1 C 4.081 1.514 1.187
2 C 3.213 0.258 1.688
3 Cl 4.380 -0.778 2.727
4 C 2.704 -0.710 0.508
5 C 1.190 -0.417 0.017
6 O 1.203 -1.042 -1.324
7 C 1.479 -0.043 -2.312
8 N 2.128 0.610 -3.109
9 O 1.219 1.031 -0.121
10 B 0.156 1.721 0.670
11 Cl -0.917 2.460 -0.670
12 P 0.715 3.312 1.664
13 O -0.677 4.124 2.298
14 O 1.276 4.391 0.409
15 O -0.363 0.591 1.475
16 C -0.050 -0.754 1.014
17 P 0.540 -1.986 2.363
18 N 0.998 -3.359 1.610
19 S -1.702 -1.294 0.319
20 O -1.644 -1.946 -1.036
21 O -2.666 -0.121 0.193
22 C -2.620 -2.529 1.436
23 F -3.891 -2.723 0.778
24 F -2.932 -1.994 2.715
25 F -2.010 -3.806 1.467
26 H 4.710 1.915 2.077
27 H 4.855 1.216 0.384
28 H 3.456 2.397 0.809
29 H 2.358 0.544 2.398
30 H 3.390 -0.500 -0.403
31 H 2.903 -1.796 0.805
32 H -1.511 3.716 1.964
33 H 0.464 4.869 0.087
34 H -0.483 -2.322 3.305
35 H 1.687 -1.533 3.085
36 H 0.821 -3.177 0.596
37 O -10.209 -3.268 -1.020
38 C -9.127 -3.323 -0.490
39 O -7.949 -3.140 -1.144
40 C -6.862 -3.383 -0.242
41 C -7.442 -3.192 1.139
42 C -8.875 -3.645 0.957
43 H -6.497 -4.402 -0.402
44 H -6.052 -2.681 -0.445
45 H -6.903 -3.742 1.912
46 H -7.424 -2.130 1.405
47 H -8.983 -4.722 1.107
48 H -9.556 -3.095 1.607
49 O 7.967 2.167 -2.516
50 C 6.867 2.656 -2.596
51 O 6.138 3.070 -1.524
52 C 4.843 3.495 -1.968
53 C 5.014 3.830 -3.430
54 C 6.086 2.855 -3.866
55 H 4.134 2.678 -1.809
56 H 4.521 4.361 -1.385
57 H 4.087 3.748 -4.001
58 H 5.386 4.855 -3.535
59 H 5.662 1.897 -4.178
60 H 6.714 3.274 -4.652

Values from the calculation:
- F_max: 8.12 eV/Å
- HOMO level: -5.30 eV
- Spin multiplicity: 1
- Net charge: -1
- Frontier orbital gap: 7.36 eV

=====

| no. | energy (hartree) |
| --- | --- |
| 1 | -4506.312171 |
| 2 | -1193.661320 |
| 3 | -960.885128 |
| 4 | -960.893081 |
| 5 | -960.891797 |
| 6 | -3848.271676 |